No. 1
Molecular formula: C20H20N4
Method: DFT, ωB97M-V/def2-TZVPD

## Properties
SMILES string: c1ccncc1.c1ccncc1.c1ccncc1.c1ccncc1
ΔE to the lowest compared entry with this formula, charge and spin in kJ/mol: 233.1
Max |F| in eV Å⁻¹: 1.51
Gap between HOMO and LUMO in hartree: 0.3715
Lowest unoccupied orbital energy in eV: 0.64

XYZ file:
```
44
C20H20N4 (ωB97M-V/def2-TZVPD)
N 2.19560 1.67286 2.06902
C 1.33116 0.70576 2.31519
C 1.42276 -0.55254 1.71707
C 2.46310 -0.84332 0.86532
C 3.40229 0.17416 0.66399
C 3.22365 1.40860 1.24940
H 0.48968 0.98631 2.93908
H 0.60192 -1.24094 1.88308
H 2.53235 -1.82079 0.41175
H 4.16670 -0.00137 -0.08546
H 3.94600 2.19611 1.07862
N -3.08813 6.68252 0.30242
C -2.20436 6.23567 -0.58436
C -2.36397 5.03913 -1.26714
C -3.49141 4.26685 -0.99528
C -4.42690 4.72963 -0.08546
C -4.16922 5.94638 0.54598
H -1.37042 6.90162 -0.77251
H -1.61299 4.65097 -1.94189
H -3.56142 3.32076 -1.51603
H -5.24012 4.10628 0.25925
H -4.83843 6.34800 1.29576
N 1.33832 -4.22629 0.50353
C 2.61310 -4.56858 0.62101
C 3.24274 -5.60221 -0.05213
C 2.43732 -6.46012 -0.75782
C 1.07117 -6.23239 -0.81928
C 0.57422 -5.09192 -0.17511
H 3.30107 -3.94290 1.18989
H 4.31486 -5.72332 -0.00075
H 2.89446 -7.29098 -1.28755
H 0.42486 -6.90889 -1.35821
H -0.48667 -4.91159 -0.30211
N -2.24461 0.80521 -0.07422
C -2.20164 -0.52229 -0.05212
C -1.15596 -1.26773 -0.60829
C -0.14647 -0.58012 -1.25006
C -0.10330 0.79406 -1.16815
C -1.21365 1.44431 -0.63792
H -2.92847 -1.10268 0.50600
H -1.20191 -2.34800 -0.59808
H 0.68001 -1.09366 -1.72970
H 0.63910 1.39251 -1.67961
H -1.25638 2.52495 -0.61713
```

=====

No. 2
Molecular formula: C16H15GaN
Method: DFT, ωB97M-V/def2-TZVPD

## Properties
Net charge: -1
Max |F| in eV Å⁻¹: 5.91
Gap between HOMO and LUMO (spin up / spin down) in hartree: 0.2195 / 0.1847
Lowest unoccupied orbital energy (spin up / spin down) in eV: 2.67 / 1.98

XYZ file:
```
33
C16H15GaN (ωB97M-V/def2-TZVPD)
C 0.96023 -1.32261 -3.51766
C -0.41454 -1.33602 -3.86071
C -1.10972 -2.08406 -2.86874
C -0.15042 -2.54208 -1.91323
C 1.13430 -2.07199 -2.32210
Ga 0.76240 1.16336 -0.89250
C -1.55396 1.62496 -2.30424
C -0.22800 1.78449 -2.63755
C 0.26672 2.29752 -3.81009
N 1.86855 1.15485 -2.27326
H -2.18408 -2.27032 -2.84016
H -0.86295 -0.83133 -4.71726
H -0.35985 -3.14638 -1.02610
H 2.07709 -2.23967 -1.80276
H 1.74512 -0.80723 -4.06830
H -2.30262 1.85304 -3.07522
H 2.85150 0.87199 -2.03160
H -1.85247 1.32096 -1.29129
H -0.44319 2.64546 -4.55222
H 1.33639 2.41938 -4.00067
C -0.05951 0.77087 0.67424
C -0.14229 0.50172 1.88086
C -0.15993 0.22350 3.25008
C -1.23117 0.70437 4.03943
C -1.16791 0.56445 5.41769
C -0.06246 -0.07764 6.00654
C 0.96117 -0.61425 5.21215
C 0.91138 -0.48433 3.82774
H -2.07855 1.18432 3.53892
H -1.98288 0.95673 6.02657
H -0.01189 -0.16865 7.08899
H 1.80719 -1.14241 5.66099
H 1.67632 -0.90300 3.18144
```

=====

No. 3
Molecular formula: C2H2N2OP
Method: DFT, ωB97M-V/def2-TZVPD

## Properties
SMILES string: N#[N+]/C=C\P=O
ΔE to the lowest compared entry with this formula, charge and spin in kJ/mol: 0.0
Net charge: +1
Max |F| in eV Å⁻¹: 3.09
Gap between HOMO and LUMO in hartree: 0.3058
Lowest unoccupied orbital energy in eV: -7.04

XYZ file:
```
8
C2H2N2OP (ωB97M-V/def2-TZVPD)
C -0.05467 -0.61099 0.48732
C 0.78338 -0.17473 -0.46011
N 0.25808 -1.82980 0.99373
N 0.90484 -2.72952 1.06289
O 2.48561 -2.30279 -0.29312
P 2.39704 -1.07919 -1.08169
H -0.94094 -0.14035 0.89873
H 0.60443 0.78333 -0.92742
```

=====

No. 4
Molecular formula: C5H13N3O2
Method: DFT, ωB97M-V/def2-TZVPD

## Properties
ΔE to the lowest compared entry with this formula, charge and spin in kJ/mol: 23.6
Max |F| in eV Å⁻¹: 1.10
Gap between HOMO and LUMO in hartree: 0.2835
Lowest unoccupied orbital energy in eV: 0.01

XYZ file:
```
23
C5H13N3O2 (ωB97M-V/def2-TZVPD)
C 0.69995 0.08563 -1.55960
C 1.17790 1.50640 -1.87212
C 1.91189 -0.71017 0.43592
N 0.86461 -0.20599 -0.14648
N 3.04266 -0.98359 -0.24263
N 1.86970 -0.94987 1.75707
H -0.36432 0.03036 -1.77386
H 1.25432 -0.63397 -2.16431
H 2.21206 1.63434 -1.53861
H 0.55729 2.22521 -1.34006
H 0.06001 0.04440 0.44439
H 3.04568 -0.90564 -1.24244
H 3.83629 -1.40094 0.20461
H 1.00007 -0.73985 2.22281
H 2.63449 -1.36081 2.25556
H 1.17922 1.73288 -2.93764
C -3.66590 0.91570 0.27900
C -2.32353 0.21357 0.44076
O -2.18745 -0.94060 -0.01486
O -1.43039 0.85021 1.07609
H -3.51701 1.91452 -0.13638
H -4.11093 1.03913 1.26703
H -4.35037 0.38883 -0.38006
```

=====

No. 5
Molecular formula: C30H43As3N6Pt
Method: DFT, ωB97M-V/def2-TZVPD

## Properties
ΔE to the lowest compared entry with this formula, charge and spin in kJ/mol: 22.8
Net charge: +2
Max |F| in eV Å⁻¹: 0.35
Gap between HOMO and LUMO in hartree: 0.2271
Lowest unoccupied orbital energy in eV: -6.77

XYZ file:
```
83
C30H43As3N6Pt (ωB97M-V/def2-TZVPD)
Pt 1.45737 0.94571 1.26467
C 1.28286 -0.98659 -4.93833
As 0.81816 -1.56424 -3.15874
C 2.31274 -2.58643 -2.51093
C -0.74594 -2.69969 -3.17216
C -2.06091 -1.86512 -3.29930
C -2.68544 -2.16776 -4.66544
C -1.77261 -0.35007 -3.22070
As -0.37354 0.11523 -1.89378
C -1.87959 1.10581 2.60965
C 0.29921 1.75326 -2.74350
C -2.97405 -2.31188 -2.14412
As -4.81881 -1.62362 -1.77443
C -5.36382 -0.55688 -3.33033
C -4.29434 -0.12132 -0.60697
H 1.30794 -1.86193 -5.58633
H 2.26918 -0.52666 -4.91684
H 0.55146 -0.27663 -5.31707
H 2.39016 -3.48362 -3.12431
H 2.16909 -2.87034 -1.47112
H 3.22344 -1.99907 -2.60801
H -0.69806 -3.19428 -2.19748
H -0.66725 -3.48018 -3.92879
H -1.94437 -2.05836 -5.46104
H -3.50702 -1.48946 -4.88458
H -3.06682 -3.18960 -4.69831
H -2.67685 0.18428 -2.93670
H -1.47392 0.03759 -4.19868
H -2.94796 1.24110 2.44991
H -1.69931 1.01659 3.67970
H -1.56945 0.19660 2.10613
H -0.56128 2.34287 -3.05853
H 0.92475 1.55845 -3.61138
H 0.87060 2.32033 -2.01187
H -2.45596 -2.11837 -1.19544
H -3.08781 -3.39687 -2.20612
H -5.63463 -1.20982 -4.15753
H -4.63617 0.18033 -3.66552
H -6.26757 -0.03180 -3.02050
H -3.95838 -0.52226 0.34983
H -5.17175 0.49899 -0.42645
H -3.50446 0.50022 -1.03243
N 2.70277 2.55580 0.84772
C 3.30673 2.93568 2.12417
C 4.67789 2.92439 2.27771
C 5.22827 3.26169 3.50771
C 4.40064 3.61168 4.56184
C 3.02293 3.62059 4.39101
C 2.45443 3.27618 3.17080
C 0.98361 3.27834 2.96262
C 0.23889 4.35027 3.43391
C -1.15281 4.49806 3.21057
C -1.79716 3.55261 2.50220
C -1.11273 2.33277 2.02330
C 0.36027 2.25361 2.23788
H 2.25391 3.35996 0.41348
H 3.42396 2.23984 0.20263
H 5.31953 2.65297 1.44762
H 6.30135 3.24799 3.63695
H 4.82521 3.87146 5.52152
H 2.38142 3.87604 5.22581
H 0.75770 5.13702 3.97129
H -1.66220 5.37292 3.58915
H -2.85867 3.63097 2.29783
H -1.27098 2.24299 0.93634
N -0.57866 -4.38191 3.68038
C -0.18624 -3.22083 3.13759
C 0.13869 -2.10460 3.93204
C 0.53099 -0.93832 3.33704
N 0.62462 -0.78270 2.00003
C 0.33073 -1.84884 1.23525
C -0.07797 -3.05175 1.74392
H -0.59549 -4.50897 4.67712
H -0.74865 -5.19135 3.10991
H 0.09624 -2.16330 5.01094
H 0.79713 -0.08035 3.93862
H 0.45357 -1.70934 0.17210
H -0.28883 -3.87383 1.07321
N 4.30973 -4.06784 -0.32445
C 4.41342 -2.92366 -0.21892
N 4.55307 -1.59624 -0.13198
C 3.50932 -0.89741 -0.07639
N 2.55453 -0.19712 -0.07660
```

=====

No. 6
Molecular formula: C4H9S
Method: DFT, ωB97M-V/def2-TZVPD

## Properties
ΔE to the lowest compared entry with this formula, charge and spin in kJ/mol: 141.7
Net charge: -1
Max |F| in eV Å⁻¹: 3.18
Gap between HOMO and LUMO in hartree: 0.2175
Lowest unoccupied orbital energy in eV: 3.78

XYZ file:
```
14
C4H9S (ωB97M-V/def2-TZVPD)
C 2.49511 0.05313 1.23027
S 2.44368 -1.61945 0.28335
H 3.56467 0.21784 1.29828
H 1.85649 0.71543 0.65449
H 2.03370 -0.16281 2.18637
C -1.17467 -0.99026 -0.48958
C -0.86395 0.45504 -0.75999
C -1.88990 1.29624 -0.98762
H -0.86420 -1.37056 0.48337
H -2.24506 -1.21083 -0.40718
H -0.61702 -1.58102 -1.21273
H 0.00495 0.85687 -0.26680
H -1.82404 2.36722 -1.14395
H -2.91975 0.97316 -0.86828
```